Here is a 16-piece molecular cluster, C41H53FN18O5 overall from the Open Molecules 2025 dataset. Energies are from ωB97M-V/def2-TZVPD.

Geometry (Å):
N1 6.7872 -3.5406 1.5091
C1 5.9578 -2.4823 1.8669
O1 5.6502 -2.3139 3.0230
C2 5.5082 -1.5146 0.8030
C3 4.6586 -2.0935 -0.3313
C4 3.2997 -2.6114 0.0890
C5 2.9290 -3.9487 -0.0836
O2 3.7651 -4.8866 -0.6742
N2 4.7572 -5.4583 0.2250
O3 4.2834 -5.9199 1.1732
C6 1.6597 -4.4016 0.2872
F1 1.3435 -5.6896 0.0848
C7 0.7111 -3.5815 0.8605
C8 1.0728 -2.2622 1.0242
C9 2.3128 -1.7850 0.6394
C10 2.3328 -0.3151 0.9073
O4 3.2237 0.4774 0.8596
N3 0.9901 0.0456 1.2300
C11 0.2963 -1.1290 1.6022
O5 -0.6833 -1.1840 2.2787
H1 6.4657 -4.3745 1.9816
H2 6.8362 -3.6687 0.5003
H3 5.0336 -0.6899 1.3100
H4 6.4140 -1.1113 0.3408
H5 5.1991 -2.9246 -0.7744
H6 4.5062 -1.3655 -1.1250
H7 -0.2678 -3.9246 1.1550
H8 1.0360 0.6596 2.0435
C12 -2.8066 0.6298 -1.1522
C13 -1.7115 -0.3240 -1.1761
N4 -0.8458 -1.0772 -1.1950
H9 -3.7267 0.1778 -1.5137
H10 -2.9844 0.9944 -0.1413
H11 -2.5953 1.4906 -1.7831
C14 -5.7086 2.9288 1.6217
C15 -5.5990 2.7793 0.1809
N5 -5.5129 2.6456 -0.9562
H12 -6.5812 3.5133 1.8872
H13 -5.8004 1.9577 2.1060
H14 -4.8281 3.4246 2.0325
C16 -3.0469 1.4760 -5.4739
C17 -3.6039 0.4525 -4.6061
N6 -4.0414 -0.3634 -3.9272
H15 -2.6473 1.0399 -6.3867
H16 -3.8051 2.2042 -5.7565
H17 -2.2364 2.0119 -4.9796
C18 -4.7205 -2.5156 -7.4191
C19 -5.2198 -1.1549 -7.5302
N7 -5.5995 -0.0743 -7.5981
H18 -5.3623 -3.2094 -7.9597
H19 -3.7150 -2.5924 -7.8296
H20 -4.6842 -2.8255 -6.3757
C20 -8.8850 0.0855 1.1554
C21 -8.7574 1.4787 1.5473
N8 -8.6578 2.5808 1.8517
H21 -9.4800 -0.0021 0.2471
H22 -7.9093 -0.3584 0.9672
H23 -9.3653 -0.4943 1.9399
C22 10.0316 -2.6453 -1.4408
C23 8.6689 -3.1405 -1.4382
N9 7.5753 -3.4928 -1.4379
H24 10.2205 -2.0334 -0.5655
H25 10.7530 -3.4636 -1.4437
H26 10.2144 -2.0318 -2.3185
C24 -8.2171 1.8038 5.6276
C25 -7.8807 0.6991 4.7461
N10 -7.6148 -0.1599 4.0326
H27 -9.2272 1.6931 6.0209
H28 -7.5342 1.8534 6.4672
H29 -8.1633 2.7526 5.0999
C26 0.8971 0.3849 -6.5782
C27 -0.2262 0.7643 -7.4201
N11 -1.1254 1.0645 -8.0678
H30 1.6942 1.1249 -6.6167
H31 0.5893 0.2850 -5.5380
H32 1.3147 -0.5698 -6.8917
C28 -4.2684 3.2982 8.0416
C29 -5.4739 3.6687 7.3213
N12 -6.4092 3.9879 6.7367
H33 -3.5148 4.0784 7.9388
H34 -4.4775 3.1588 9.1010
H35 -3.8542 2.3698 7.6513
C30 3.3014 -2.8129 -5.0686
C31 3.4286 -1.3915 -4.7973
N13 3.5080 -0.2649 -4.5938
H36 2.7653 -2.9899 -5.9997
H37 4.2762 -3.2922 -5.1479
H38 2.7481 -3.3088 -4.2727
C32 -5.4223 7.6756 5.2960
C33 -4.3214 6.9289 5.8806
N14 -3.4558 6.3341 6.3424
H39 -5.9434 8.2634 6.0508
H40 -5.0663 8.3601 4.5272
H41 -6.1478 7.0062 4.8368
C34 0.5449 -5.9165 -3.1728
C35 0.1148 -4.9110 -4.1299
N15 -0.1881 -4.1046 -4.8880
H42 -0.0175 -5.8426 -2.2437
H43 0.4066 -6.9211 -3.5691
H44 1.6007 -5.7945 -2.9317
C36 7.5317 1.1957 -2.0683
C37 8.7513 0.6668 -1.4768
N16 9.7102 0.2424 -1.0096
H45 6.9370 1.7202 -1.3220
H46 7.7631 1.8950 -2.8698
H47 6.9230 0.3934 -2.4834
C38 -4.3590 11.6121 6.3832
C39 -5.7803 11.3018 6.3519
N17 -6.8982 11.0450 6.3247
H48 -4.1019 12.1545 7.2913
H49 -3.7625 10.7011 6.3542
H50 -4.0788 12.2278 5.5303
C40 9.4619 -5.4810 1.2492
C41 10.8993 -5.2947 1.1343
N18 12.0325 -5.1384 1.0434
H51 8.9797 -4.5816 1.6301
H52 9.0193 -5.7136 0.2807
H53 9.2266 -6.3000 1.9278

Force components x, y, z for each atom (eV/Å):
-0.778 0.140 -0.690
0.068 0.086 0.380
-0.320 -0.102 0.322
0.600 0.262 -0.397
-0.265 -0.690 0.233
0.000 0.179 0.045
-0.379 -0.408 0.093
0.113 0.983 -0.432
0.026 -0.881 0.208
0.117 0.419 0.075
-0.339 0.125 0.317
0.194 0.037 -0.082
-0.065 0.206 0.056
0.312 -0.059 -0.197
0.335 -0.171 -0.088
-0.827 -0.352 -0.638
0.478 0.332 -0.049
0.785 -0.253 1.703
0.164 -0.339 -0.785
-0.498 0.113 0.321
0.441 -0.116 0.225
0.120 -0.173 0.174
-0.205 0.070 0.043
0.105 0.013 -0.070
0.076 -0.020 -0.219
0.062 0.271 0.053
-0.045 -0.200 -0.029
-0.469 0.618 -0.518
-0.322 0.242 0.167
-0.016 -0.012 -0.058
0.069 -0.057 -0.004
0.064 -0.091 -0.071
0.143 -0.075 0.051
0.081 -0.045 -0.045
0.343 0.141 0.457
-0.036 -0.035 -0.050
0.056 0.000 0.012
-0.098 0.029 -0.112
-0.041 -0.050 -0.081
0.080 -0.033 -0.172
0.085 0.274 -0.172
-0.073 -0.041 -0.021
0.028 -0.045 -0.046
-0.145 -0.068 0.063
-0.115 -0.096 0.053
-0.021 -0.081 0.121
0.102 -0.335 0.030
0.030 0.104 0.073
0.000 0.003 -0.025
-0.056 0.077 -0.029
0.001 0.104 -0.018
-0.026 0.117 0.037
-0.107 -0.349 -0.217
-0.055 0.025 0.011
-0.226 -0.073 0.041
0.007 0.129 -0.014
0.062 0.114 0.060
0.031 0.105 0.101
0.569 -0.294 -0.031
-0.088 0.131 -0.072
0.102 -0.060 -0.068
-0.103 0.038 0.063
-0.156 -0.120 0.005
-0.107 0.041 -0.027
-0.281 0.096 0.147
-0.032 0.012 -0.082
0.043 -0.041 0.029
-0.015 -0.117 -0.090
0.092 -0.067 -0.006
0.069 -0.040 -0.103
0.277 -0.087 0.230
0.002 0.008 -0.076
0.151 -0.040 -0.054
-0.067 0.067 -0.070
-0.100 0.015 -0.027
-0.095 -0.015 -0.094
0.320 -0.103 0.210
0.012 0.182 -0.107
0.105 0.081 0.100
-0.093 0.081 -0.103
-0.102 0.017 -0.020
-0.080 -0.005 -0.067
-0.007 -0.482 -0.032
-0.032 0.039 -0.015
0.055 0.019 0.017
-0.052 0.131 0.004
0.076 0.151 0.032
-0.051 0.121 0.046
-0.318 0.229 -0.145
-0.014 -0.065 0.001
0.040 -0.027 0.056
0.055 -0.040 0.069
0.112 -0.039 0.016
0.071 -0.123 0.060
0.073 -0.284 0.293
0.062 0.083 -0.044
0.027 0.001 -0.049
-0.056 0.104 -0.043
-0.046 0.050 -0.108
0.004 0.083 -0.042
-0.278 0.117 -0.116
0.020 -0.011 0.040
-0.112 0.243 -0.014
0.062 -0.027 0.073
0.095 -0.017 0.014
0.061 -0.061 0.026
0.304 0.091 0.007
-0.001 -0.023 -0.002
0.009 -0.040 -0.009
-0.092 -0.007 0.031
-0.083 -0.054 0.005
-0.095 -0.001 -0.031
-0.348 -0.074 0.046
0.032 -0.012 0.010
-0.007 0.020 -0.055
0.115 0.059 -0.002
0.102 0.021 -0.050
0.141 -0.021 0.024

DFT total energy: -3055.62191 hartree
Gap between HOMO and LUMO: 0.327 Ha
Total charge: 0
LUMO: -0.98 eV
HOMO: -9.9 eV

Results of the Mulliken charge analysis, in e, for atoms 1 through 99: number 1, N, carries -0.206; number 2, C, carries 0.006; number 3, O, carries -0.643; number 4, C, carries -0.198; number 5, C, carries -1.454; number 6, C, carries 0.836; number 7, C, carries -0.125; number 8, O, carries -0.400; number 9, N, carries 0.338; number 10, O, carries -0.275; number 11, C, carries 0.978; number 12, F, carries -0.391; number 13, C, carries -0.740; number 14, C, carries -0.055; number 15, C, carries 0.319; number 16, C, carries 0.206; number 17, O, carries -0.587; number 18, N, carries -0.124; number 19, C, carries -0.112; number 20, O, carries -0.575; number 21, H, carries 0.255; number 22, H, carries 0.122; number 23, H, carries 0.397; number 24, H, carries 0.354; number 25, H, carries 0.596; number 26, H, carries 0.530; number 27, H, carries 0.568; number 28, H, carries 0.317; number 29, C, carries -0.861; number 30, C, carries 0.304; number 31, N, carries -0.320; number 32, H, carries 0.339; number 33, H, carries 0.255; number 34, H, carries 0.273; number 35, C, carries -1.000; number 36, C, carries 0.472; number 37, N, carries -0.438; number 38, H, carries 0.401; number 39, H, carries 0.211; number 40, H, carries 0.372; number 41, C, carries -0.434; number 42, C, carries 0.352; number 43, N, carries -0.491; number 44, H, carries -0.093; number 45, H, carries 0.333; number 46, H, carries 0.328; number 47, C, carries -0.795; number 48, C, carries 0.374; number 49, N, carries -0.407; number 50, H, carries 0.310; number 51, H, carries 0.259; number 52, H, carries 0.267; number 53, C, carries -0.889; number 54, C, carries 0.449; number 55, N, carries -0.496; number 56, H, carries 0.350; number 57, H, carries 0.274; number 58, H, carries 0.304; number 59, C, carries -1.298; number 60, C, carries 0.655; number 61, N, carries -0.510; number 62, H, carries 0.364; number 63, H, carries 0.361; number 64, H, carries 0.386; number 65, C, carries -0.808; number 66, C, carries 0.471; number 67, N, carries -0.450; number 68, H, carries 0.332; number 69, H, carries 0.181; number 70, H, carries 0.266; number 71, C, carries -0.616; number 72, C, carries 0.259; number 73, N, carries -0.470; number 74, H, carries 0.345; number 75, H, carries 0.304; number 76, H, carries 0.159; number 77, C, carries -0.806; number 78, C, carries 0.430; number 79, N, carries -0.431; number 80, H, carries 0.280; number 81, H, carries 0.279; number 82, H, carries 0.269; number 83, C, carries -0.527; number 84, C, carries 0.409; number 85, N, carries -0.491; number 86, H, carries 0.345; number 87, H, carries 0.325; number 88, H, carries -0.040; number 89, C, carries -0.782; number 90, C, carries 0.404; number 91, N, carries -0.433; number 92, H, carries 0.186; number 93, H, carries 0.304; number 94, H, carries 0.303; number 95, C, carries -0.580; number 96, C, carries 0.340; number 97, N, carries -0.387; number 98, H, carries 0.188; number 99, H, carries 0.343